No. 1
# C23H92O23

A cluster of 23 separate species, C23H92O23 in total in a non-equilibrium geometry (ωB97M-V/def2-TZVPD, the OMol25 dataset).

Calculated values
DFT total energy: -72426.127 eV
HOMO: -9.2 eV

Last column: Mulliken charge in e.
Atoms and positions in Å:
1 C -0.805 5.104 1.668  -0.511
2 O -1.321 5.644 0.449  -0.517
3 H -1.241 4.130 1.895  0.092
4 H 0.268 4.922 1.605  0.269
5 H -0.988 5.747 2.528  0.392
6 H -0.864 6.462 0.237  0.261
7 C -3.455 -3.232 -1.353  -0.856
8 O -2.751 -2.334 -0.555  0.083
9 H -3.456 -2.988 -2.415  0.187
10 H -2.904 -4.171 -1.311  0.283
11 H -4.492 -3.450 -1.096  0.333
12 H -1.813 -2.415 -0.742  -0.231
13 C 0.188 -4.269 -0.430  -0.631
14 O -0.072 -2.952 -0.867  0.253
15 H 1.142 -4.586 -0.852  0.300
16 H 0.218 -4.345 0.657  0.120
17 H -0.602 -4.911 -0.820  0.272
18 H 0.239 -2.926 -1.775  -0.147
19 C 1.376 -5.057 3.670  -0.722
20 O 0.223 -4.379 3.108  -0.512
21 H 1.125 -6.118 3.682  0.315
22 H 2.335 -4.921 3.170  0.147
23 H 1.608 -4.729 4.684  0.302
24 H 0.577 -3.517 2.877  0.150
25 C 0.200 0.709 -4.490  -0.076
26 O 0.366 -0.451 -5.253  -0.700
27 H 1.142 0.838 -3.958  0.005
28 H -0.035 1.540 -5.155  0.402
29 H -0.612 0.566 -3.777  0.024
30 H 1.177 -0.454 -5.768  0.288
31 C 2.558 -0.300 -1.575  0.188
32 O 3.792 -0.630 -2.175  -0.757
33 H 1.698 -0.609 -2.170  0.312
34 H 2.438 -0.757 -0.593  0.484
35 H 2.493 0.784 -1.476  -0.427
36 H 3.720 -1.523 -2.522  0.311
37 C -3.126 -3.964 2.586  -0.108
38 O -2.362 -5.192 2.584  -0.596
39 H -2.546 -3.097 2.271  -0.148
40 H -3.932 -4.023 1.854  0.092
41 H -3.460 -3.762 3.603  0.356
42 H -1.460 -5.058 2.885  0.488
43 C -0.293 3.891 -2.169  -0.603
44 O -0.759 2.596 -1.869  -0.180
45 H -1.127 4.546 -2.423  0.355
46 H 0.250 4.320 -1.327  -0.004
47 H 0.378 3.757 -3.017  0.250
48 H -1.678 2.505 -2.129  0.168
49 C -0.974 0.015 0.126  0.309
50 O 0.169 0.858 0.104  0.516
51 H -1.159 -0.425 -0.854  -0.034
52 H -0.745 -0.723 0.895  -0.507
53 H -1.887 0.547 0.394  0.019
54 H 0.055 1.566 -0.534  -0.289
55 C 2.125 -1.142 2.717  -1.194
56 O 1.155 -1.980 2.200  1.426
57 H 1.571 -0.233 2.953  0.363
58 H 2.594 -1.558 3.608  0.468
59 H 2.845 -0.951 1.921  0.166
60 H 0.905 -1.638 1.338  -0.949
61 C 6.208 1.498 -0.466  -0.472
62 O 5.310 0.545 0.062  -0.616
63 H 7.225 1.112 -0.532  0.272
64 H 5.965 1.818 -1.479  0.080
65 H 6.208 2.376 0.181  0.233
66 H 4.682 0.380 -0.645  0.252
67 C 5.641 1.962 3.146  -0.822
68 O 4.443 1.472 2.548  -0.335
69 H 6.362 1.146 3.097  0.344
70 H 6.051 2.861 2.686  0.269
71 H 5.468 2.188 4.198  0.308
72 H 4.668 1.155 1.670  0.260
73 C -3.830 1.587 2.749  -0.242
74 O -4.755 1.698 1.677  -0.397
75 H -2.989 2.270 2.638  -0.093
76 H -4.435 1.771 3.638  0.407
77 H -3.441 0.570 2.788  0.116
78 H -4.845 0.799 1.352  0.403
79 C 2.689 3.219 -0.139  1.132
80 O 3.431 4.350 -0.554  -0.608
81 H 1.923 3.399 0.615  0.033
82 H 2.060 2.922 -0.978  -0.652
83 H 3.279 2.348 0.146  -0.290
84 H 2.848 5.076 -0.786  0.334
85 C -4.838 4.612 0.263  -0.209
86 O -4.139 5.499 1.183  -0.563
87 H -4.901 5.093 -0.713  0.314
88 H -4.202 3.746 0.078  -0.192
89 H -5.793 4.229 0.623  0.306
90 H -3.215 5.499 0.925  0.314
91 C 4.013 -3.766 0.603  -0.210
92 O 4.212 -5.044 1.275  -0.531
93 H 3.074 -3.295 0.895  -0.219
94 H 4.770 -3.050 0.924  0.311
95 H 4.110 -3.924 -0.471  0.378
96 H 4.658 -5.621 0.651  0.299
97 C -3.164 -0.259 -5.435  -0.254
98 O -2.279 -1.324 -5.582  -0.525
99 H -2.954 0.399 -4.592  -0.198
100 H -3.058 0.406 -6.293  0.360
101 H -4.195 -0.592 -5.311  0.317
102 H -1.406 -0.941 -5.474  0.329
103 C -6.030 -1.620 0.917  -0.860
104 O -4.702 -1.058 1.066  -0.330
105 H -6.360 -1.485 -0.113  0.343
106 H -6.151 -2.690 1.083  0.284
107 H -6.714 -0.998 1.494  0.310
108 H -4.177 -1.535 0.418  0.239
109 C 2.184 1.968 5.182  -0.530
110 O 3.030 0.834 5.071  -0.485
111 H 1.335 1.706 5.814  0.260
112 H 2.749 2.759 5.676  0.288
113 H 1.841 2.290 4.199  0.155
114 H 3.531 0.954 4.261  0.322
115 C -4.254 1.148 -1.802  -0.173
116 O -3.467 2.026 -2.580  -0.520
117 H -4.562 1.677 -0.900  0.012
118 H -5.205 0.911 -2.280  0.449
119 H -3.722 0.249 -1.490  -0.020
120 H -4.016 2.741 -2.912  0.227
121 C 4.006 2.403 -3.968  -0.305
122 O 3.615 2.630 -5.285  -0.566
123 H 3.158 2.426 -3.284  -0.023
124 H 4.541 1.473 -3.778  0.205
125 H 4.606 3.259 -3.660  0.364
126 H 3.302 3.534 -5.372  0.317
127 C -0.568 -3.778 -3.988  -0.677
128 O 0.507 -2.891 -3.955  -0.534
129 H -0.362 -4.700 -3.445  0.270
130 H -1.465 -3.329 -3.563  0.174
131 H -0.731 -4.090 -5.020  0.417
132 H 0.408 -2.212 -4.626  0.415
133 C -0.890 -0.897 4.682  -0.081
134 O -1.731 -1.657 5.534  -0.582
135 H -0.985 0.170 4.883  0.308
136 H 0.162 -1.121 4.857  0.204
137 H -1.104 -1.049 3.624  -0.175
138 H -2.647 -1.517 5.282  0.300

Cartesian forces (eV/Å) of the 2 atoms listed first:
C 0.52 -0.05 0.29
O -0.17 -0.51 0.22

***

No. 2
# C6H10N2

A structure of composition C6H10N2 in a non-equilibrium geometry (ωB97M-V/def2-TZVPD, the OMol25 dataset).

Calculated values
DFT total energy: -9361.664 eV
HOMO: -9.1 eV

Last column: Mulliken charge in e.
Atoms and positions in Å:
1 C 2.635 1.218 -0.778  -1.008
2 C 1.301 0.652 -0.286  0.598
3 C -0.681 0.387 0.560  0.196
4 C -1.790 -0.303 1.315  -0.612
5 C -1.759 -1.289 0.091  -0.693
6 C -0.280 -0.917 0.018  -0.101
7 H 2.775 1.289 -1.885  0.312
8 H 2.671 2.218 -0.284  0.311
9 H 3.408 0.625 -0.351  0.245
10 H -1.268 0.884 -0.262  0.194
11 H -1.576 -0.765 2.289  0.276
12 H -2.731 0.263 1.469  0.293
13 H -2.098 -2.331 0.241  0.329
14 H -2.311 -0.925 -0.777  0.243
15 H 0.197 -1.537 0.803  0.243
16 H 0.212 -0.099 -1.796  0.342
17 N 0.584 1.129 0.635  -0.645
18 N 0.710 -0.500 -1.002  -0.523

Cartesian forces (eV/Å) of the 2 atoms listed first:
C -1.47 1.10 0.59
C -0.11 -0.53 -1.75